w:
Formula: C6H7IO2
Source: OMol25
Level of theory: ωB97M-V/def2-TZVPD

The geometry in XYZ format:
```
16
C6H7IO2, DFT ωB97M-V/def2-TZVPD
C -1.4647 2.4050 0.4041
C -0.9105 1.2871 1.0035
C -0.8199 2.5844 -0.7425
C 0.0531 0.8685 0.1196
C 0.5533 -2.8881 -0.5501
C 1.0652 -0.8146 0.2734
O 0.0442 1.6517 -0.9650
O 0.7450 -1.4667 -0.7892
I 3.2260 -0.2338 0.2972
H -2.2643 3.0859 0.6935
H -1.3000 0.8501 1.9267
H -1.0269 3.4370 -1.4868
H -0.2905 -3.2636 -1.3135
H 0.1537 -2.9615 0.4292
H 1.5595 -3.3655 -0.4499
H 0.6768 -1.1758 1.1498
```

Computed properties:
HOMO energy = -8.53 eV



x:
Formula: C6H7IO2
Source: OMol25
Level of theory: ωB97M-V/def2-TZVPD

The geometry in XYZ format:
```
16
C6H7IO2, DFT ωB97M-V/def2-TZVPD
C 1.3538 1.6728 2.1044
O 1.3740 0.8226 0.9093
C 0.1843 0.8576 0.1574
I 0.4362 2.1397 -1.6017
C -0.2703 -0.4502 -0.4018
C 0.1631 -1.1295 -1.4845
C -0.7852 -2.1281 -1.6732
C -1.7301 -2.0033 -0.7017
O -1.3587 -1.0007 0.1196
H 2.2725 1.5716 2.5814
H 0.5067 1.3118 2.6777
H 1.2174 2.7295 1.7796
H -0.5918 1.4768 0.8209
H 0.7353 -0.6334 -2.2650
H -0.9696 -2.5739 -2.6514
H -2.5377 -2.6632 -0.3709
```

Computed properties:
structure (SMILES) = CO[C@@H](I)c1ccco1
HOMO energy = -8.64 eV



Verdict on stability: w comes out at the bottom.



w:
Formula: C37H42N4O2S4Zr
Source: OMol25
Level of theory: ωB97M-V/def2-TZVPD

The geometry in XYZ format:
```
90
C37H42N4O2S4Zr, DFT ωB97M-V/def2-TZVPD
Zr -0.8207 -0.2663 0.2242
C -4.2274 -1.4325 -0.8005
C -3.0879 -1.6658 0.1500
C -2.1690 -2.6959 -0.0831
C -1.2513 -3.1086 0.9030
C -0.5402 -4.4229 0.8104
C -1.1520 -2.3450 2.0701
C -2.0622 -1.3182 2.3630
C -2.0958 -0.7404 3.7492
C -3.0049 -0.9662 1.3777
H -3.9110 -1.4698 -1.8428
H -4.7404 -0.4925 -0.6094
H -4.9552 -2.2343 -0.6516
H -2.2693 -3.2776 -0.9935
H -0.5191 -4.8212 -0.2011
H -1.1030 -5.1286 1.4299
H 0.4709 -4.3822 1.2139
H -0.4609 -2.6544 2.8467
H -2.1939 -1.5610 4.4620
H -2.9446 -0.0772 3.8983
H -1.1726 -0.2113 3.9954
H -3.8006 -0.2718 1.6279
O 0.8411 -0.2691 1.4143
S 1.9885 0.6869 1.9481
C 3.3132 0.4625 0.7308
C 2.8474 0.5269 -0.7298
C 3.2722 -0.7010 -1.5448
C 2.8090 -2.0474 -1.0053
S 1.1453 -2.5949 -1.4071
O 0.2339 -1.3353 -1.1370
C 1.1882 -2.7853 -3.1569
C 0.5182 -1.9304 -4.0204
C 0.5878 -2.1944 -5.3814
C 1.3089 -3.2863 -5.8479
C 1.9531 -4.1421 -4.9614
C 1.8885 -3.9063 -3.5976
C 2.6730 -0.1545 3.3264
C 2.6439 -1.5442 3.4234
C 3.2689 -2.1311 4.5095
C 3.9198 -1.3395 5.4552
C 3.9394 0.0427 5.3349
C 3.2969 0.6565 4.2669
H 3.7885 -0.4810 0.9985
H 4.0135 1.2618 0.9849
H 3.2553 1.4176 -1.2054
H 1.7583 0.6330 -0.7782
H 4.3641 -0.7429 -1.5647
H 2.9658 -0.5841 -2.5871
H 2.8683 -2.1299 0.0819
H 3.4083 -2.8663 -1.4159
H -0.0686 -1.1040 -3.6476
H 0.0700 -1.5512 -6.0800
H 1.3566 -3.4839 -6.9104
H 2.4951 -5.0024 -5.3297
H 2.3675 -4.5920 -2.9070
H 2.1446 -2.1477 2.6747
H 3.2602 -3.2069 4.6219
H 4.4132 -1.8091 6.2957
H 4.4440 0.6475 6.0759
H 3.2922 1.7365 4.1780
N -0.7955 5.8945 4.1356
C -0.7170 5.7314 2.8128
S -0.7111 6.9054 1.6812
C -0.7675 4.3294 2.2982
C 0.0471 3.9510 1.2253
C -0.1368 2.7274 0.6454
N -1.0368 1.8077 1.0776
C -1.8017 2.1700 2.1284
C -1.6993 3.3960 2.7536
H -0.8459 6.8335 4.5060
H -0.7628 5.1340 4.7934
H 0.7591 4.6551 0.8160
H 0.4399 2.4706 -0.2387
H -2.5463 1.4646 2.4593
H -2.3833 3.6335 3.5583
N -2.6898 4.4224 -5.1151
C -2.8539 3.1390 -4.8563
S -3.5915 1.9650 -5.7228
C -2.3076 2.4896 -3.6442
C -3.1160 2.2587 -2.5146
C -2.6493 1.4510 -1.5216
N -1.4144 0.8727 -1.5332
C -0.6077 1.1740 -2.5872
C -0.9984 1.9748 -3.6226
H -3.0767 4.8068 -5.9681
H -2.2360 5.0567 -4.4766
H -4.1157 2.6679 -2.4572
H -3.2708 1.2557 -0.6547
H 0.3811 0.7346 -2.5800
H -0.3186 2.1619 -4.4431
```

Computed properties:
charge = +4
HOMO energy = -17.05 eV



x:
Formula: C37H42N4O2S4Zr
Source: OMol25
Level of theory: ωB97M-V/def2-TZVPD

The geometry in XYZ format:
```
90
C37H42N4O2S4Zr, DFT ωB97M-V/def2-TZVPD
Zr 0.3887 -0.6371 1.2459
C 1.4032 1.5275 4.4556
C 1.6943 0.3986 3.5162
C 1.1757 -0.8816 3.7594
C 1.6310 -2.0039 3.0497
C 1.1146 -3.3847 3.3647
C 2.6760 -1.8220 2.1309
C 3.1707 -0.5523 1.8139
C 4.3569 -0.3884 0.9181
C 2.5829 0.5626 2.4412
H 0.4384 1.4225 4.9495
H 1.4777 2.5066 3.9783
H 2.1689 1.5004 5.2387
H 0.5007 -1.0297 4.5918
H 0.1280 -3.3625 3.8246
H 1.7908 -3.8555 4.0840
H 1.0936 -4.0302 2.4869
H 3.1667 -2.6983 1.7274
H 5.2566 -0.4608 1.5381
H 4.3781 0.5872 0.4329
H 4.4233 -1.1716 0.1629
H 2.9997 1.5457 2.2499
O -1.1304 -1.4719 0.3132
S -2.2966 -1.0130 -0.6924
C -2.0353 -2.1735 -2.0445
C -0.6984 -2.0403 -2.8014
C 0.1371 -3.3199 -2.8281
C 0.7670 -3.7001 -1.4975
S 2.1368 -2.6832 -0.8781
O 1.4376 -1.3521 -0.3641
C 3.0420 -2.2249 -2.2977
C 2.7378 -1.0830 -3.0353
C 3.5151 -0.8080 -4.1483
C 4.5551 -1.6639 -4.5078
C 4.8397 -2.7968 -3.7553
C 4.0893 -3.0833 -2.6230
C -1.7005 0.5413 -1.3548
C -2.0998 0.7688 -2.6260
C -2.0607 1.9448 -3.4477
C -1.4147 3.1050 -3.1900
C -1.4060 3.0530 -0.6249
C -1.3925 1.5567 -0.2686
H -2.9161 -2.0718 -2.6823
H -2.1606 -3.1293 -1.5257
H -0.1075 -1.2356 -2.3720
H -0.9095 -1.7377 -3.8258
H 0.9178 -3.2059 -3.5810
H -0.4609 -4.1753 -3.1511
H 1.2139 -4.6984 -1.5325
H 0.0610 -3.6904 -0.6637
H 1.9225 -0.4281 -2.7522
H 3.3088 0.0727 -4.7444
H 5.1552 -1.4386 -5.3816
H 5.6544 -3.4509 -4.0377
H 4.3217 -3.9553 -2.0179
H -2.5650 -0.0675 -3.1402
H -2.5502 1.8474 -4.4114
H -0.3157 4.3932 -1.9201
H -0.8421 3.5771 0.1540
H 0.2012 2.0000 1.0021
N -5.4379 1.3563 5.4327
C -5.0475 1.0995 4.2013
S -5.8989 1.2059 2.7970
C -3.6477 0.7109 3.8913
C -3.3160 -0.6176 3.5926
C -2.1198 -0.8780 2.9952
N -1.2114 0.0782 2.6575
C -1.4978 1.3318 3.0675
C -2.6598 1.6815 3.7044
H -6.3945 1.6446 5.5965
H -4.8453 1.2209 6.2370
H -4.0134 -1.4232 3.7914
H -1.8630 -1.9034 2.7594
H -0.7628 2.0998 2.8635
H -2.8380 2.7168 3.9693
N -2.3497 4.7832 -4.6992
C -1.2888 4.1332 -4.2585
S 0.2655 4.2359 -4.7878
C -0.6566 3.3564 -1.9120
C -2.8593 3.0284 -0.1705
C -2.7339 1.8557 0.4492
N 0.0381 1.2871 0.2890
C 0.9399 1.6529 -0.8649
C 0.6114 2.5191 -1.8168
H -2.2445 5.4435 -5.4585
H -3.2745 4.6343 -4.3274
H -3.6604 3.7540 -0.2425
H -3.4189 1.2355 1.0244
H 1.8879 1.1414 -0.8704
H 1.3297 2.6815 -2.6157
```

Computed properties:
charge = +4
HOMO energy = -17.03 eV



y:
Formula: C37H42N4O2S4Zr
Source: OMol25
Level of theory: ωB97M-V/def2-TZVPD

The geometry in XYZ format:
```
90
C37H42N4O2S4Zr, DFT ωB97M-V/def2-TZVPD
Zr 0.0708 0.0506 0.3795
C -0.8299 3.0198 -2.1412
C -0.7123 2.5441 -0.7277
C -1.7918 1.9154 -0.0866
C -1.7901 1.6762 1.2971
C -2.9876 1.0775 1.9820
C -0.6716 2.0964 2.0368
C 0.4527 2.6672 1.4249
C 1.6020 3.1797 2.2318
C 0.4492 2.7891 0.0227
H -1.5428 2.4365 -2.7199
H 0.1316 3.0621 -2.6527
H -1.2114 4.0454 -2.1026
H -2.6798 1.6734 -0.6586
H -3.6080 0.4993 1.2985
H -3.6064 1.8927 2.3679
H -2.7115 0.4607 2.8378
H -0.6989 2.0071 3.1167
H 1.3930 4.2210 2.4956
H 2.5344 3.1705 1.6686
H 1.7330 2.6313 3.1633
H 1.3056 3.2453 -0.4644
O -0.0962 -1.9043 0.6582
S 0.6200 -3.2544 0.1637
C 1.0015 -4.0178 1.7468
C 2.0516 -3.3125 2.6201
C 1.5744 -2.9513 4.0209
C 0.5559 -1.8298 4.0999
S 1.0700 -0.1389 3.7078
O 1.1799 -0.0962 2.1268
C 2.6994 0.0359 4.3130
C 3.8243 -0.3898 3.6069
C 5.0631 -0.2326 4.2031
C 5.1628 0.3146 5.4813
C 4.0326 0.7328 6.1680
C 2.7804 0.6130 5.5789
C 2.1903 -2.6939 -0.4765
C 3.2026 -3.5654 -0.2634
C 4.5453 -3.6378 -0.7828
C 5.1963 -2.6845 -1.4748
C 3.2075 -1.4555 -2.5505
C 2.0430 -1.6492 -1.5597
H 1.2493 -5.0535 1.4994
H 0.0035 -4.0698 2.1943
H 2.4180 -2.4210 2.1121
H 2.9145 -3.9719 2.7128
H 2.4442 -2.6906 4.6267
H 1.1239 -3.8149 4.5173
H 0.1810 -1.7106 5.1215
H -0.3242 -1.9812 3.4659
H 3.7387 -0.8131 2.6144
H 5.9584 -0.5396 3.6792
H 6.1365 0.4240 5.9404
H 4.1220 1.1684 7.1538
H 1.8973 0.9650 6.0997
H 2.9945 -4.3971 0.4003
H 5.0940 -4.5260 -0.4936
H 5.2807 -0.8635 -2.5369
H 3.0799 -0.4632 -2.9971
H 1.7758 0.3965 -1.6987
N -3.7084 -2.2010 -5.6524
C -2.7185 -2.5645 -4.8515
S -1.7882 -3.9076 -4.9105
C -2.3192 -1.6574 -3.7348
C -2.7628 -1.9015 -2.4284
C -2.1256 -1.2694 -1.3917
N -1.0723 -0.4324 -1.5588
C -0.7416 -0.1169 -2.8273
C -1.3501 -0.6735 -3.9290
H -3.9746 -2.8108 -6.4151
H -4.2480 -1.3623 -5.5080
H -3.5510 -2.6146 -2.2277
H -2.4414 -1.4744 -0.3737
H 0.0696 0.5862 -2.9713
H -1.0029 -0.4152 -4.9208
N 7.1015 -3.8700 -2.3711
C 6.6690 -2.8100 -1.6999
S 7.5672 -1.6296 -1.0069
C 4.5680 -1.3827 -1.8916
C 2.4460 -2.4198 -3.4439
C 1.3100 -2.3026 -2.7504
N 1.8534 -0.2443 -0.9048
C 3.1913 0.0537 -0.2779
C 4.3408 -0.4602 -0.7057
H 8.0964 -4.0059 -2.4935
H 6.4766 -4.5519 -2.7699
H 2.7001 -2.9431 -4.3550
H 0.3181 -2.7204 -2.8744
H 3.1494 0.7298 0.5644
H 5.2391 -0.1768 -0.1658
```

Computed properties:
charge = +4
HOMO energy = -17.06 eV



Verdict on stability: x comes out at the bottom.



w:
Formula: C8H10N2
Source: OMol25
Level of theory: ωB97M-V/def2-TZVPD

The geometry in XYZ format:
```
20
C8H10N2, DFT ωB97M-V/def2-TZVPD
C 0.4715 2.4987 1.3401
C 0.4627 1.2056 0.8551
C 1.3343 1.2858 -0.2369
C -0.2177 -0.0251 1.3476
C 0.8053 -1.2316 -0.7608
C -0.0971 -1.2190 0.3906
C -0.6286 -1.1222 -1.0322
C -1.3787 -2.2760 -1.6637
N 1.8359 2.4681 -0.4375
N 1.3020 3.2179 0.5422
H -0.0353 2.9426 2.1745
H 0.2243 -0.3150 2.3072
H -1.2791 0.1759 1.5268
H 1.6398 -1.8011 -1.0945
H -0.2509 -2.1581 0.9192
H -1.0141 -0.1511 -1.3260
H -1.2723 -2.2538 -2.7489
H -2.4387 -2.2095 -1.4207
H -0.9960 -3.2297 -1.2966
H 1.5326 4.1976 0.6147
```

Computed properties:
HOMO energy (spin up / spin down) = -8.86 / -8.24 eV



x:
Formula: C8H10N2
Source: OMol25
Level of theory: ωB97M-V/def2-TZVPD

The geometry in XYZ format:
```
20
C8H10N2, DFT ωB97M-V/def2-TZVPD
C -2.8221 0.2216 0.3859
N -1.4015 -0.1440 0.0214
C -0.7437 0.5583 -0.9332
C 0.3694 1.2663 -0.7297
C 1.1401 1.3347 0.5600
C 2.1567 0.4766 0.8111
C 2.2656 -0.5874 -0.1591
C 1.1591 -1.2490 -0.4970
C 0.1518 -1.7000 0.4362
N -1.0489 -1.2819 0.6597
H -2.9398 1.2937 0.6584
H -3.6260 0.0094 -0.3958
H -3.0957 -0.3477 1.2665
H -1.2960 0.6458 -1.8487
H 0.8622 1.6417 -1.6762
H 0.8606 2.2532 1.0391
H 2.9618 0.5710 1.4311
H 3.3319 -0.5512 -0.6278
H 1.2622 -1.8796 -1.4008
H 0.4524 -2.5315 0.9987
```

Computed properties:
structure (SMILES) = Cn1cccccccn1
HOMO energy = -7.75 eV



Verdict on stability: w comes out at the bottom.



w:
Formula: C5H14NO2
Source: OMol25
Level of theory: ωB97M-V/def2-TZVPD

The geometry in XYZ format:
```
22
C5H14NO2, DFT ωB97M-V/def2-TZVPD
C -1.4019 -1.3212 -1.0448
N -0.2653 -0.4575 -1.3687
C -0.3936 0.8929 -0.8138
C 0.9669 1.5046 -0.4876
C 1.1017 1.8812 0.9797
O 1.0622 0.7432 1.7764
C -1.6747 -1.5393 0.4648
H -2.2851 -0.8776 -1.5101
H -1.2173 -2.2622 -1.5370
H 0.5558 -0.8819 -0.9472
H -0.9891 1.4771 -1.5250
H -0.9619 0.8888 0.1134
H 1.7289 0.7656 -0.7339
H 1.1974 2.3290 -1.1886
H 2.0421 2.4547 1.1027
H 0.2716 2.5458 1.2640
H -0.8048 -1.2073 1.0432
H -2.5532 -1.0139 0.8171
H -1.7434 -2.6076 0.6377
H 1.3740 -0.2736 1.1819
H 2.3278 -1.7424 1.1575
O 1.6616 -1.2984 0.6183
```

Computed properties:
charge = -1
HOMO energy = -3.97 eV



x:
Formula: C5H14NO2
Source: OMol25
Level of theory: ωB97M-V/def2-TZVPD

The geometry in XYZ format:
```
22
C5H14NO2, DFT ωB97M-V/def2-TZVPD
C -1.2872 1.3116 -1.9897
N -0.9121 -0.1488 -2.0255
C -0.1481 -0.7754 -0.8103
C 1.0070 0.1548 -0.3899
C 1.8259 -0.4505 0.9006
O 1.0264 -0.6345 1.9632
C -1.1329 -1.2337 0.2946
H -0.4882 2.0414 -2.3339
H -1.4019 1.6384 -0.9320
H -2.2171 1.3251 -2.5042
H -0.4445 -0.3486 -2.8789
H 0.3623 -1.6624 -1.3059
H 1.9015 0.2426 -1.1235
H 0.6567 1.2186 -0.2525
H 2.3000 -1.3857 0.4115
H 2.6151 0.2491 1.1961
H -1.9225 -1.8358 -0.2638
H -1.4098 -0.4108 0.9689
H -0.6550 -1.9697 0.9734
H 0.7342 0.6675 2.8792
H -0.6305 0.8245 3.5631
O 0.2206 1.1825 3.6595
```

Computed properties:
charge = -1
HOMO energy = -3.14 eV



y:
Formula: C5H14NO2
Source: OMol25
Level of theory: ωB97M-V/def2-TZVPD

The geometry in XYZ format:
```
22
C5H14NO2, DFT ωB97M-V/def2-TZVPD
C -0.7020 -0.4828 -1.9395
N 0.0649 0.4794 -1.1695
C -1.9645 -0.6664 1.5770
C -0.5284 -0.6658 1.0426
C -0.1979 0.6228 0.2496
C 1.0292 1.3185 0.8630
O 2.1646 0.5477 0.7421
H -0.9021 -1.4692 -1.4937
H -0.2356 -0.5502 -2.8954
H -1.7390 -0.1011 -2.0045
H 1.0566 0.3241 -1.3095
H -2.2753 -1.4486 2.2665
H -2.1222 0.3298 2.0030
H -2.6615 -0.7550 0.7317
H 0.1619 -0.8474 1.8721
H -0.3540 -1.5173 0.3779
H -1.0939 1.2569 0.3752
H 1.1013 2.2929 0.3513
H 0.8132 1.4614 1.9312
H 2.8332 -0.7689 -1.7813
H 2.6231 0.4735 -0.2482
O 2.9284 0.1656 -1.5416
```

Computed properties:
charge = -1
HOMO energy = -3.90 eV



Verdict on stability: x comes out at the bottom.



w:
Formula: C2H2BrN
Source: OMol25
Level of theory: ωB97M-V/def2-TZVPD

The geometry in XYZ format:
```
6
C2H2BrN, DFT ωB97M-V/def2-TZVPD
C 0.4650 -0.9576 0.0214
C 0.3572 0.4114 0.0427
N 0.4502 -2.1108 -0.1020
Br -2.5292 0.8177 -0.0567
H 0.6044 0.9304 0.8895
H 0.6525 0.9088 -0.7948
```

Computed properties:
HOMO energy (spin up / spin down) = -10.35 / -10.35 eV



x:
Formula: C2H2BrN
Source: OMol25
Level of theory: ωB97M-V/def2-TZVPD

The geometry in XYZ format:
```
6
C2H2BrN, DFT ωB97M-V/def2-TZVPD
C 1.2086 1.3353 -0.0189
C -0.5012 -0.8961 0.0533
N 1.8791 2.2601 0.0213
Br -2.2173 -0.2224 0.0113
H -0.2207 -1.1074 -0.9691
H -0.1485 -1.3695 0.9021
```

Computed properties:
HOMO energy (spin up / spin down) = -10.10 / -10.10 eV



Verdict on stability: x comes out at the bottom.



w:
Formula: C2H4O3S2
Source: OMol25
Level of theory: ωB97M-V/def2-TZVPD

The geometry in XYZ format:
```
11
C2H4O3S2, DFT ωB97M-V/def2-TZVPD
C 0.3915 0.4413 -0.1102
C 0.7109 1.6765 0.6216
O -0.0669 -3.1156 -0.2144
O -0.6712 -1.3568 -1.8332
O 0.1712 -0.6371 0.4519
S -2.4128 -1.5638 0.4533
S -0.7913 -1.9316 -0.5260
H 0.2972 0.4898 -1.2003
H 1.6594 2.0752 0.2622
H 0.7628 1.4975 1.6927
H -0.0508 2.4244 0.4024
```

Computed properties:
HOMO energy = -9.12 eV



x:
Formula: C2H4O3S2
Source: OMol25
Level of theory: ωB97M-V/def2-TZVPD

The geometry in XYZ format:
```
11
C2H4O3S2, DFT ωB97M-V/def2-TZVPD
C -0.3018 -0.7734 -0.0756
C -1.5089 0.1710 -0.0708
O 3.1309 -0.0289 0.4416
O 1.5091 1.7886 0.4657
O 0.5090 -0.6645 0.9970
S 0.8059 -0.2791 -1.4789
S 1.7857 0.4305 0.1834
H -0.5757 -1.9344 -0.1431
H -1.1903 1.1998 0.0671
H -2.3271 0.0660 0.7288
H -1.8369 0.0243 -1.1152
```

Computed properties:
HOMO energy = -10.54 eV



Verdict on stability: x comes out at the bottom.